Entry 1:
A molecular structure, C12H25ClFeI2NP2 at a distorted geometry, computed with ωB97M-V with the def2-TZVPD basis set.

## Properties
Energy relative to the best compared isomer or geometry (same formula, charge and spin) (eV): 0.0000
Spin multiplicity: 6
Electronic energy (eV): -96014.671
LUMO level (alpha / beta) (eV): -8.668 / -8.897
Total charge: +2

```
44
Properties=species:S:1:pos:R:3:forces:R:3:lowdin_charge:R:1
I 0.013 1.711 -0.699 -0.1 2.0 -0.6 0.492
I 0.031 -1.523 -0.438 0.1 -2.1 -0.4 0.486
Fe 0.013 -0.066 -2.678 0.0 0.1 1.1 -0.316
P -2.251 -0.047 -2.162 -1.4 0.0 -0.2 0.524
C -3.175 0.020 -0.604 0.2 0.1 0.5 -0.285
C -2.909 1.356 -3.088 0.1 0.0 -0.2 -0.240
H -3.979 1.180 -3.254 0.2 0.1 0.0 0.075
H -3.960 -1.417 -3.097 0.2 -0.1 0.0 0.075
H -2.375 1.416 -4.041 -0.3 0.1 0.1 0.037
H -2.370 -1.662 -3.913 -0.2 -0.1 0.1 0.037
H -3.028 0.978 -0.098 0.0 -0.1 -0.2 0.030
H -2.756 2.276 -2.513 -0.1 -0.2 -0.2 0.050
C -2.880 -1.542 -2.952 0.1 -0.1 -0.1 -0.239
H -4.245 -0.096 -0.837 0.3 0.0 -0.1 0.080
H -2.676 -2.406 -2.309 -0.1 0.1 -0.2 0.054
H -2.875 -0.783 0.073 -0.1 0.0 -0.1 0.013
P 2.279 -0.005 -2.175 1.4 0.1 -0.3 0.522
C 3.220 0.077 -0.631 -0.2 0.1 0.7 -0.286
C 2.921 -1.491 -2.970 -0.1 -0.1 -0.1 -0.238
H 2.385 1.424 -4.076 0.2 0.2 0.0 0.036
H 3.976 1.277 -3.241 -0.1 0.1 -0.1 0.074
H 2.685 2.330 -2.558 0.1 -0.1 -0.2 0.047
C 2.898 1.411 -3.112 -0.2 -0.1 -0.1 -0.239
H 2.376 -1.647 -3.906 0.3 -0.1 0.1 0.036
H 3.988 -1.330 -3.166 -0.2 -0.2 0.0 0.076
H 4.295 0.126 -0.875 -0.4 0.0 -0.1 0.081
H 3.039 -0.811 -0.018 0.1 0.1 -0.1 0.023
H 2.779 -2.351 -2.306 0.1 0.1 -0.2 0.054
H 2.956 0.968 -0.045 0.1 -0.2 -0.3 0.025
Cl 0.004 -0.156 -4.864 0.0 0.0 0.9 0.153
N -0.013 0.287 2.507 -0.1 -0.1 0.6 0.175
C -0.018 0.176 3.847 0.2 -0.2 -0.8 -0.249
C 1.171 -0.214 4.533 0.3 -0.1 1.0 0.032
C 1.150 -0.338 5.918 0.5 -0.1 -1.0 -0.013
C -0.034 -0.097 6.645 0.2 -0.1 0.0 0.018
C -1.207 0.254 5.964 -0.6 0.2 -1.1 -0.014
C -1.217 0.381 4.578 -0.4 0.0 1.0 0.032
H 0.831 0.194 1.947 -0.2 -0.1 0.3 0.050
H -0.872 0.410 1.974 0.3 0.1 0.2 0.064
H 2.066 -0.445 3.950 -0.2 0.1 0.3 0.131
H 2.067 -0.645 6.428 -0.4 0.1 -0.1 0.133
H -0.037 -0.214 7.730 0.0 0.1 -0.3 0.138
H -2.137 0.415 6.504 0.2 0.0 0.0 0.130
H -2.131 0.618 4.028 0.3 0.0 0.3 0.133
```
Forces are in eV/Å.


Entry 2:
A molecular structure, C32H22BF4IMnP at a distorted geometry, computed with ωB97M-V with the def2-TZVPD basis set.

## Properties
Energy relative to the best compared isomer or geometry (same formula, charge and spin) (eV): 0.0000
Spin multiplicity: 5
Electronic energy (eV): -93802.491
LUMO level (alpha / beta) (eV): -1.287 / -0.305

```
62
Properties=species:S:1:pos:R:3:forces:R:3:lowdin_charge:R:1
Mn 0.787 -0.082 -1.120 0.3 0.6 -0.1 0.689
I 3.570 0.072 -1.566 0.1 0.7 -0.2 1.312
C 3.845 -1.848 -0.902 -0.7 -1.1 0.2 -0.641
C 5.045 -2.482 -0.994 0.3 0.1 -0.1 -0.152
C 5.236 -3.790 -0.499 -0.9 0.3 0.3 -0.068
C 4.193 -4.412 0.142 0.6 0.0 -0.1 -0.032
C 2.928 -3.796 0.237 -0.3 0.2 -0.4 -0.164
C 1.853 -4.459 0.890 0.9 0.0 -0.1 -0.034
C 0.682 -3.806 1.045 -0.7 -0.4 0.6 -0.075
C 0.481 -2.542 0.482 -0.3 -0.2 -0.2 -0.115
C 1.410 -1.944 -0.309 -0.2 1.5 -0.1 -0.168
C 2.702 -2.514 -0.359 0.7 -0.3 0.2 -0.243
H 5.885 -1.992 -1.459 0.1 0.2 0.0 0.093
H 6.203 -4.229 -0.625 0.3 -0.3 0.1 0.099
H 4.309 -5.384 0.611 0.1 0.0 -0.1 0.113
H 2.037 -5.456 1.283 -0.2 0.1 0.0 0.115
H -0.138 -4.270 1.585 0.1 0.0 0.0 0.110
H -0.473 -2.074 0.630 -0.4 0.0 0.0 0.082
C -2.431 5.595 -0.865 0.2 -0.1 -0.6 -0.078
C -2.097 5.366 0.458 -0.4 0.8 0.7 -0.088
C -1.668 4.124 0.919 -0.1 0.1 -1.1 -0.074
C -1.550 3.114 -0.016 0.4 -0.6 -1.2 -0.338
C -1.844 3.330 -1.389 0.0 0.1 0.6 -0.088
C -2.332 4.565 -1.812 0.7 -0.4 0.9 -0.053
P -0.855 1.441 0.215 -0.6 0.2 -0.4 1.106
C -0.025 1.277 1.789 -0.3 0.6 0.4 -0.378
C 1.187 1.958 1.844 1.0 -0.5 0.0 -0.107
C 2.159 1.635 2.778 0.1 0.6 0.1 -0.061
C 1.818 0.732 3.773 1.0 0.1 0.9 -0.093
C 0.568 0.173 3.818 -0.9 -0.7 0.6 -0.086
C -0.368 0.433 2.825 0.3 -0.4 0.1 -0.080
C -2.303 0.338 0.152 0.2 -0.1 0.4 -0.281
C -3.455 0.441 0.894 0.3 -0.6 -0.5 -0.062
C -4.443 -0.550 0.829 0.7 -0.9 -1.3 -0.056
C -4.307 -1.604 -0.052 -0.3 0.1 0.9 -0.008
C -3.134 -1.727 -0.825 -1.0 0.5 -0.5 -0.192
C -3.061 -2.686 -1.834 -0.5 -1.4 -0.8 -0.036
C -2.033 -2.720 -2.743 -0.7 0.0 0.6 -0.055
C -0.969 -1.813 -2.560 0.3 -0.5 0.4 -0.092
C -0.974 -0.897 -1.535 0.2 -0.4 -0.9 -0.208
C -2.143 -0.750 -0.746 0.7 0.5 0.6 -0.224
H -2.659 6.617 -1.180 -0.2 -0.4 0.1 0.108
H -2.214 6.210 1.156 0.3 -0.5 -0.3 0.110
H -1.358 3.965 1.922 0.1 0.0 0.8 0.097
H -1.577 2.518 -2.085 -0.4 0.6 0.1 0.111
H -2.483 4.730 -2.860 -0.2 0.2 -0.3 0.102
H 1.454 2.650 1.078 0.0 0.5 -0.7 0.095
H 3.155 2.118 2.726 -0.8 -0.4 0.1 0.123
H 2.509 0.498 4.592 -0.1 0.1 -0.5 0.112
H 0.300 -0.513 4.640 0.2 0.4 -0.5 0.116
H -1.311 -0.078 2.836 -0.3 -0.1 -0.1 0.100
H -3.638 1.260 1.528 0.1 1.0 0.8 0.100
H -5.299 -0.511 1.433 -1.1 0.3 0.7 0.089
H -5.110 -2.355 -0.146 0.5 0.4 0.0 0.124
H -3.902 -3.399 -1.856 0.6 0.2 -0.3 0.121
H -1.991 -3.481 -3.517 0.0 0.2 0.1 0.108
H -0.091 -2.040 -3.152 0.2 0.4 0.0 0.105
F 2.984 2.926 -2.416 -0.1 -0.4 0.2 0.058
B 1.602 3.080 -2.427 0.1 -0.1 -0.2 -1.232
F 1.198 3.724 -3.566 -0.3 -0.3 0.1 0.164
F 1.135 3.663 -1.263 0.1 -0.1 0.1 0.138
F 0.999 1.653 -2.431 0.2 0.2 0.0 -0.142
```
Forces are in eV/Å.


Entry 3:
A molecular structure, C8H14BrMgN2 at a distorted geometry, computed with ωB97M-V with the def2-TZVPD basis set.

## Properties
Spin multiplicity: 2
Electronic energy (eV): -86990.384
LUMO level (alpha / beta) (eV): -0.279 / -1.863

```
26
Properties=species:S:1:pos:R:3:forces:R:3:lowdin_charge:R:1
Mg -1.697 -0.437 3.123 -0.3 -0.2 0.4 0.322
Br -0.221 0.525 1.585 0.3 0.2 -0.3 -0.146
C -2.925 3.462 -2.275 -0.3 0.0 0.2 -0.107
C -2.212 2.520 -1.284 -0.3 0.5 -0.2 -0.253
C -3.051 1.260 -0.937 0.7 0.6 -0.8 -0.197
C -3.377 0.509 -2.149 -0.1 -0.4 -0.1 -0.249
N -3.582 -0.119 -3.090 0.0 0.2 0.1 0.143
H -2.267 4.177 -2.769 0.3 -0.2 0.1 0.070
H -3.685 4.080 -1.799 -0.1 -0.2 0.2 0.069
H -3.425 2.893 -3.060 0.1 0.0 -0.1 0.063
H -2.033 3.025 -0.335 0.1 0.1 0.0 0.095
H -1.235 2.294 -1.712 0.0 -0.5 0.2 0.106
H -3.968 1.598 -0.455 0.0 -0.3 0.1 0.120
H -2.454 0.598 -0.309 -0.2 0.1 0.3 0.043
C 2.419 -3.377 0.797 -0.4 0.2 -0.2 -0.099
C 3.085 -2.040 0.460 -0.3 -0.3 -0.5 -0.254
C 3.307 -1.148 1.652 -0.5 0.5 1.4 -0.227
C 3.836 -1.769 2.861 2.0 -1.4 1.8 -0.236
N 4.241 -2.275 3.836 -1.0 1.1 -2.0 0.131
H 2.125 -3.965 -0.072 0.4 0.1 -0.3 0.070
H 1.455 -3.165 1.258 0.1 0.0 0.5 0.070
H 3.019 -4.022 1.439 0.0 0.2 0.1 0.074
H 2.425 -1.455 -0.181 -0.1 -0.1 -0.2 0.102
H 4.020 -2.142 -0.092 0.1 -0.3 0.1 0.110
H 2.382 -0.806 2.116 -0.7 0.2 -0.7 0.054
H 3.819 -0.220 1.393 0.4 -0.2 0.1 0.124
```
Forces are in eV/Å.


Entry 4:
A molecular structure, C17H34NPSiTi at a distorted geometry, computed with ωB97M-V with the def2-TZVPD basis set.

## Properties
Spin multiplicity: 3
Electronic energy (eV): -59947.376
LUMO level (alpha / beta) (eV): -0.227 / -0.395

```
55
Properties=species:S:1:pos:R:3:forces:R:3:lowdin_charge:R:1
C 1.119 4.252 -0.991 0.6 0.1 0.0 -0.090
C -0.167 3.800 -0.724 -0.8 0.2 -0.1 -0.067
C -0.487 2.465 -0.421 1.2 0.6 -0.1 -0.235
C 0.609 1.560 -0.351 -0.3 -0.2 -0.2 -0.151
C 1.893 2.012 -0.746 -0.5 0.3 -0.1 -0.371
C 2.176 3.351 -1.011 -0.1 0.0 -0.2 -0.069
C -1.925 2.208 -0.025 -0.5 0.3 0.3 -0.129
C -3.032 1.549 -0.899 -0.2 -0.4 -0.8 -0.186
N -2.740 0.604 -1.935 0.6 -0.6 0.6 -0.298
Ti 1.343 -0.082 0.892 -0.8 1.8 -0.8 0.543
C 3.007 0.991 -0.913 0.2 -0.9 -0.1 -0.316
P 2.216 -0.687 -1.275 0.1 1.0 -0.2 0.804
H -0.982 4.543 -0.708 0.4 -0.3 -0.1 0.110
H 3.211 3.642 -1.228 -0.5 0.1 0.0 0.111
H 1.307 5.311 -1.177 -0.1 -0.3 0.0 0.101
H 3.691 0.937 -0.044 0.0 -0.1 -0.2 0.087
H 3.625 1.153 -1.807 0.0 0.4 0.4 0.092
H -1.960 1.704 0.942 0.2 0.2 -0.1 0.079
H -2.363 3.209 0.108 0.2 -0.2 0.5 0.099
H -3.718 1.001 -0.229 0.2 0.6 -0.1 0.115
C 3.555 -1.897 -1.164 0.5 -0.1 -0.6 -0.289
C 1.933 -0.469 -3.065 0.0 -0.2 -0.3 -0.246
H -3.612 2.326 -1.409 0.0 0.4 0.4 0.110
C -1.891 0.931 -3.041 -0.3 0.1 -0.2 -0.087
C -3.006 -0.785 -1.705 -0.1 0.0 -0.1 -0.098
H 2.145 -1.707 1.146 0.7 -0.7 0.4 0.025
H -2.507 1.204 -3.912 0.3 0.1 -0.2 0.078
H -1.222 1.769 -2.800 0.0 -0.3 -0.1 0.078
H -1.319 0.029 -3.323 0.1 0.5 0.1 0.071
H -3.825 -1.129 -2.358 0.1 -0.3 0.1 0.078
H -2.106 -1.385 -1.937 -0.3 -0.1 0.3 0.075
H -3.326 -0.912 -0.658 0.3 -0.3 -0.4 0.079
H 2.907 -0.445 -3.584 -0.4 -0.1 0.1 0.050
H 1.337 -1.314 -3.438 0.2 0.3 0.0 0.045
H 1.401 0.472 -3.275 0.1 -0.4 0.3 0.050
H 4.377 -1.623 -1.835 0.0 -0.3 0.2 0.047
H 3.917 -1.979 -0.135 0.0 0.0 -0.2 0.032
H 3.142 -2.869 -1.465 0.2 0.1 0.0 0.053
H 1.489 -1.922 0.813 -0.5 -0.7 0.1 0.030
C -1.481 -3.149 1.935 0.0 -0.2 0.0 -0.191
Si -0.543 -1.864 2.940 -1.0 0.9 0.0 0.375
C -1.541 -1.602 4.521 0.0 -0.3 0.3 -0.205
C 1.116 -2.566 3.478 0.0 -0.3 0.2 -0.216
C -0.401 -0.251 2.010 0.0 -0.7 1.0 -0.373
H -1.541 -4.101 2.481 0.0 0.2 -0.1 0.029
H -1.001 -3.344 0.969 -0.1 0.0 0.1 0.018
H -2.511 -2.818 1.742 0.2 0.0 0.0 0.028
H -1.503 -2.489 5.170 -0.1 0.2 0.0 0.021
H -1.146 -0.753 5.094 -0.1 -0.1 -0.1 0.024
H -2.596 -1.400 4.296 0.2 0.0 0.0 0.027
H 1.606 -3.119 2.673 0.0 0.0 0.2 0.003
H 1.802 -1.792 3.846 0.0 -0.1 0.0 0.030
H 0.931 -3.265 4.305 0.1 0.1 -0.1 0.031
H -1.285 0.132 1.501 0.0 -0.5 0.0 -0.031
H -0.122 0.562 2.727 0.0 -0.2 0.0 0.017
```
Forces are in eV/Å.


Entry 5:
C4H4N2O in the gas phase at a distorted geometry, computed with ωB97M-V with the def2-TZVPD basis set.

## Properties
Energy relative to the best compared isomer or geometry (same formula, charge and spin) (eV): 4.7284
Electronic energy (eV): -9235.759
LUMO level (alpha / beta) (eV): -0.738 / -0.738
Structure (SMILES): CC1=NN=C=CO1

```
11
Properties=species:S:1:pos:R:3:forces:R:3:lowdin_charge:R:1
C -0.715 -0.645 -0.192 0.1 0.1 -0.1 0.008
C 0.758 -0.407 -0.107 -0.3 0.2 0.1 -0.439
N 1.524 -1.348 0.210 2.2 -0.3 -0.2 0.156
N 3.061 -0.940 -0.201 -1.6 -0.8 0.2 0.113
C 3.154 0.255 0.077 0.0 0.3 0.4 -0.109
C 2.280 1.253 0.215 -0.1 -0.1 -0.6 -0.109
O 1.109 0.902 -0.424 0.1 0.5 -0.1 0.010
H -1.042 -1.155 0.706 -0.1 -0.1 0.1 0.089
H -0.904 -1.287 -1.048 -0.1 0.0 0.0 0.090
H -1.244 0.293 -0.306 -0.1 0.1 0.0 0.083
H 2.330 2.218 0.675 0.0 0.1 0.2 0.109
```
Forces are in eV/Å.


Entry 6:
2 unconnected molecules or ions with the total composition CH4ClOP at a distorted geometry, computed with ωB97M-V with the def2-TZVPD basis set.

## Properties
Energy relative to the best compared isomer or geometry (same formula, charge and spin) (eV): 0.4156
Spin multiplicity: 3
Electronic energy (eV): -24957.239
LUMO level (alpha / beta) (eV): 0.934 / -3.897

```
8
Properties=species:S:1:pos:R:3:forces:R:3:lowdin_charge:R:1
C -0.906 0.170 0.971 -0.2 0.1 0.0 -0.179
O 0.310 -0.120 0.317 0.2 1.0 0.7 -0.636
P 0.551 -1.308 -0.730 -0.5 -0.9 -0.4 0.760
Cl 1.868 1.259 -2.954 0.0 0.0 0.0 0.002
H -1.325 -0.704 1.469 0.0 -0.1 0.0 0.075
H -1.635 0.561 0.259 0.0 0.0 0.0 0.080
H -0.680 0.941 1.708 -0.1 -0.1 0.0 0.086
H 1.816 -0.799 -1.041 0.6 0.0 -0.4 -0.189
```
Forces are in eV/Å.